ORCA calculation (ωB97M-V/def2-TZVPD) on a structure of composition C2H5AlBr2N2O2SbSe4.

Atoms and positions in Å:
O: -0.68 0.48 1.05
N: -0.95 0.01 -1.45
Se: 2.38 0.95 -0.84
C: -1.42 -0.59 0.82
H: -0.41 -0.66 -2.04
Sb: 2.08 -2.59 -2.49
H: -1.58 0.51 -2.08
H: -1.82 -1.73 -0.84
Al: 0.14 1.23 -0.32
H: 0.09 1.87 4.94
N: -1.74 -0.76 -0.55
O: -1.86 -1.34 1.65
Br: -0.68 3.34 -0.73
C: 0.15 1.54 3.92
Se: 2.09 -1.30 -0.21
Br: 1.38 2.39 2.83
H: -0.47 0.79 3.45
Se: -0.26 -2.76 -3.16
Se: 3.57 -1.39 -3.94

total energy: -15575.93001 Eh
LUMO level (alpha / beta): 2.3 / 0.6 eV
energy relative to the best compared isomer or geometry (same formula, charge and spin): 25.22 kcal per mole
HOMO energy (alpha / beta): -4.807 / -4.952 eV
net charge: -1

Atomic partial charges in e from the Löwdin method, atoms 1 to 8:
1. O -0.113
2. N -0.015
3. Se 0.177
4. C -0.655
5. H -0.056
6. Sb 0.026
7. H 0.120
8. H 0.094